Formula: C6H8GaLiO3
Source: the OMol25 dataset
Level of theory: wB97M-V/def2-TZVPD

Each line ends with the natural charge from an NBO analysis.
Atoms and positions in Å:
C  1.467  -2.220  -1.992  -0.30
C  0.967  -1.217  -2.717  -0.27
C  -0.154  -0.339  -2.180  -0.06
C  0.526  0.930  -1.741  0.54
O  0.354  1.341  -0.592  -0.77
Li  0.547  2.402  1.051  0.98
H  2.505  -2.535  -2.114  0.25
H  0.920  -2.659  -1.157  0.21
H  1.269  -1.056  -3.757  0.27
H  1.124  1.517  -2.458  0.24
H  -0.760  -0.013  -3.062  0.27
O  -0.509  1.170  1.970  -0.96
O  -0.881  -0.903  -1.177  -0.80
C  -0.775  1.190  3.279  0.07
C  -1.605  0.365  3.932  -0.40
H  -0.237  1.969  3.838  0.23
H  -1.762  0.497  5.001  0.27
H  -2.135  -0.443  3.421  0.20
Ga  -0.860  0.004  0.453  2.02

E ... -65056.26841 eV
Total charge ... +2